Below is a structure of composition C36H48BCaF2N4O5P in a non-equilibrium geometry, with properties calculated with the ωB97M-V functional and the def2-TZVPD basis.

The geometry in XYZ format:
```
98
Properties=species:S:1:pos:R:3:forces:R:3:mulliken_charge:R:1
Ca 0.8623 -0.7970 1.7310 -0.90 0.21 -0.57 2.202
C -1.0252 -3.4365 4.5353 -1.62 -0.02 0.85 -0.914
C 0.1860 -3.8927 3.7006 -0.14 -0.33 0.44 0.329
C 1.3616 -3.1563 4.2634 1.93 0.89 0.61 -1.675
N 1.4348 -1.7195 3.9492 0.49 0.07 1.53 0.262
C 2.0181 -0.9597 4.8751 0.66 0.17 -1.64 0.574
C 2.9150 -1.3994 5.8996 -0.45 0.86 0.28 -0.663
C 3.4579 -0.7374 6.9956 1.00 -1.29 -0.04 -0.400
C 3.3720 0.5236 7.4736 -0.06 0.53 0.79 -0.499
C 2.5070 1.4963 6.9473 -0.43 -0.66 1.05 -0.086
C 1.7910 1.4730 5.7842 1.18 -0.74 -1.07 -1.143
C 1.8882 0.5533 4.5922 -0.08 -0.46 3.50 0.387
N 1.6792 0.8621 3.4002 -1.19 0.76 -2.97 -0.196
C 1.3072 2.2142 2.9112 -2.83 -1.99 1.62 -1.190
C 1.1397 2.3802 1.4386 -1.15 -0.60 -0.61 -1.041
C -0.2671 2.1504 0.8182 -0.47 1.70 -1.25 -0.133
N -0.8857 0.9115 1.1019 -0.94 -1.34 0.12 -0.039
C -2.1625 0.6507 0.6119 4.26 3.72 -0.48 -0.195
C -2.7364 1.6275 -0.2996 -0.54 -0.64 0.27 -0.906
C -4.0509 1.8810 -0.7722 -1.38 -0.73 0.64 -0.549
C -5.1897 1.1255 -0.5147 0.44 1.67 -1.48 -0.595
C -5.1344 -0.1612 0.0536 1.94 -0.59 1.83 -1.318
C -4.0683 -0.7422 0.7234 -2.57 -2.43 -0.83 0.078
C -2.7184 -0.5341 0.9490 -0.78 -1.25 1.36 0.453
N -2.0756 -1.5525 1.8030 -0.20 -1.70 -1.64 0.814
C -2.5630 -1.7438 3.1565 -0.72 1.61 2.64 -0.764
C -1.5186 -1.9949 4.2664 0.83 2.17 1.63 -0.226
H -0.8346 -3.4140 5.6515 0.40 -0.49 -1.16 0.429
H -1.9340 -4.0852 4.4421 0.74 0.16 -0.21 0.224
H 0.0582 -3.7054 2.6267 -0.04 0.04 0.27 -0.435
H 0.4849 -4.9736 3.7922 -0.86 0.71 0.09 0.300
H 2.3216 -3.6114 3.9905 -0.01 -0.19 -0.45 0.508
H 1.3760 -3.2736 5.3660 -0.25 -0.01 -0.23 0.570
H 3.4542 -2.3082 5.8660 -0.52 -1.47 -0.85 0.288
H 4.1101 -1.4317 7.5750 -0.27 0.68 -0.32 0.167
H 3.9020 0.7176 8.4086 -0.25 0.19 -0.19 0.269
H 2.2670 2.2235 7.7416 0.07 0.44 -1.00 0.249
H 1.3175 2.3958 5.6021 -1.04 0.82 -0.44 0.378
H 2.0189 2.8451 3.2131 3.27 2.57 1.18 0.920
H 0.4231 2.6065 3.4767 0.14 -0.60 -0.44 0.361
H 1.8345 1.6940 0.9896 0.64 -0.12 -0.70 0.186
H 1.4298 3.4113 1.2470 0.11 0.01 -0.49 0.591
H -0.2352 2.3565 -0.3159 0.61 -0.37 1.13 -0.419
H -0.9144 3.0176 1.1168 0.27 -0.32 0.30 0.567
H -2.1648 2.4668 -0.5539 1.26 0.74 0.05 0.232
H -4.1015 2.8328 -1.3239 -0.40 -0.39 0.16 0.238
H -6.2126 1.3471 -0.8444 0.58 0.69 -0.27 0.242
H -6.0860 -0.5714 0.2314 -1.00 -1.09 0.07 0.278
H -4.2988 -1.7845 1.0720 -0.55 0.79 0.01 0.081
H -3.3339 -2.5137 3.4402 0.39 0.08 -1.44 0.131
H -3.1268 -0.7986 3.4498 0.89 -0.84 -0.52 0.394
H -1.9550 -1.5315 5.2184 -0.30 -1.31 -0.85 0.506
H -0.6389 -1.2723 4.3473 -0.91 -0.99 -1.29 -0.173
C 1.5264 -4.9524 -0.3342 1.43 2.01 0.16 -1.492
C 1.6704 -3.4110 -0.2845 -1.48 0.16 1.00 0.528
O 1.2508 -2.8881 0.7796 0.16 -0.49 0.20 -0.136
C 2.1542 -2.6230 -1.3494 0.17 -1.17 -1.92 0.634
C 2.5796 -3.2864 -2.5464 0.53 1.56 0.64 -1.360
C 3.1935 -2.5753 -3.5556 -1.75 2.36 2.27 -0.967
C 3.1460 -1.1522 -3.5926 -0.06 1.29 0.06 -0.455
C 2.4776 -0.5199 -2.5150 1.91 -0.32 -2.91 -0.501
C 2.1227 -1.1966 -1.3790 -0.93 0.08 3.20 0.259
O 1.7790 -0.4937 -0.3398 0.20 -0.35 -0.47 -0.689
H 0.5941 -5.1548 0.1672 -0.27 -0.39 -0.07 0.272
H 2.3825 -5.1998 0.3297 -0.49 -0.74 -0.53 0.339
H 1.6255 -5.2964 -1.3651 -0.17 -0.55 0.60 0.378
H 2.4626 -4.3434 -2.6306 0.27 -0.44 -0.14 0.208
H 3.5468 -3.0722 -4.3350 1.62 -2.12 -3.44 0.553
H 3.6358 -0.4947 -4.4649 -1.25 -1.74 1.99 0.154
H 2.3457 0.5272 -2.4269 0.07 0.98 -0.23 0.520
C -2.2157 4.0753 -7.4309 1.97 2.35 -0.24 -0.929
C -2.3992 4.8264 -6.0877 0.88 -1.35 0.31 -0.034
O -1.0571 5.1277 -5.5263 -1.22 0.63 -0.97 -0.192
P 0.0370 4.1196 -4.8965 0.27 0.31 1.05 -0.312
O 0.9696 3.7273 -6.2119 -0.56 0.12 0.30 -0.335
C 1.8181 2.6177 -5.9221 0.60 -0.69 -0.17 0.136
C 1.4278 1.5090 -6.8690 1.12 -0.52 -0.63 -1.190
O -0.7894 2.7358 -4.6624 0.08 0.72 -0.84 -0.075
C -0.8356 2.1665 -3.3385 1.97 -1.66 -1.02 -0.278
C -1.0879 0.6761 -3.5336 -0.58 -0.47 -1.88 -0.411
H -3.0925 3.8410 -7.9594 -1.49 -0.66 -0.20 0.436
H -1.5165 3.2378 -7.3638 -0.47 -0.08 0.43 0.164
H -1.6947 4.7653 -8.1449 -0.23 -0.28 0.56 0.262
H -2.7849 4.1141 -5.3773 -0.53 -0.29 0.26 0.108
H -3.1062 5.7079 -6.0423 1.40 -0.62 -0.43 0.306
H 1.6945 2.2441 -4.8770 0.28 0.49 -0.55 -0.050
H 2.8735 2.8762 -6.1072 -0.37 0.33 0.33 0.415
H 0.6895 0.9104 -6.4260 -1.24 -0.87 0.53 0.215
H 2.2265 0.8190 -7.2066 -0.02 0.47 0.53 0.370
H 1.0274 1.9304 -7.7676 -0.30 0.39 -0.57 0.390
H -1.4894 2.6955 -2.7430 -1.78 0.89 1.20 0.505
H 0.1743 2.2423 -2.8534 -0.72 0.12 -0.35 0.203
H -1.9081 0.3447 -4.2992 1.12 1.33 1.21 0.244
H -1.4495 0.2385 -2.5912 1.01 -0.25 -0.13 0.001
H -0.1237 0.3536 -4.0583 -1.18 -0.49 1.38 0.012
F -2.5447 -3.9742 1.3415 0.02 0.58 0.45 -0.314
B -2.1776 -2.7208 0.9493 0.85 -0.17 -0.80 0.731
F -1.8444 -2.7362 -0.3734 -0.06 0.23 0.86 -0.271
```
Positions in Å, forces in eV/Å.

The total charge is -2. The calculation puts the HOMO energy (alpha / beta) at 0.90 / 1.98 eV. The LUMO energy (alpha / beta) is 4.104 / 4.105 eV. The gap between HOMO and LUMO (alpha / beta) is 3.20 / 2.13 eV. As for the energy relative to the best compared isomer or geometry (same formula, charge and spin): 245.1 kJ/mol.